1.
Computed, not measured: a 12-piece molecular cluster, C6H28O11 overall in a non-equilibrium geometry, with ωB97M-V/def2-TZVPD.

Calculated values
SMILES string: c1ccccc1.O.O.O.O.O.O.O.O.O.O.O
Relative energy (zero: lowest compared OMol25 entry of this formula, charge and spin) in kJ/mol: 310.96
Orbital gap in eV: 9.217
Highest occupied orbital energy in eV: -9.22

Each line ends with the Löwdin charge.
CARTESIAN COORDINATES (ANGSTROEM)
C1 -0.287 1.265 0.639  -0.072
C2 -1.287 1.519 1.567  -0.096
C3 -2.616 1.548 1.149  -0.126
C4 -3.001 1.307 -0.175  -0.079
C5 -1.991 0.942 -1.067  -0.099
C6 -0.672 0.938 -0.660  -0.101
H1 0.735 1.437 0.942  0.098
H2 -1.164 1.703 2.627  0.104
H3 -3.386 2.009 1.760  0.106
H4 -4.059 1.368 -0.380  0.112
H5 -2.256 0.600 -2.053  0.081
H6 0.082 0.563 -1.345  0.081
O1 -2.718 -1.380 1.642  -0.035
H7 -3.572 -1.570 2.022  0.062
H8 -2.715 -0.734 0.925  0.025
O2 2.116 -1.946 -1.786  -0.059
H9 1.611 -2.013 -0.958  -0.009
H10 2.191 -0.990 -1.918  -0.012
O3 0.486 -1.974 0.441  -0.045
H11 -0.073 -1.492 1.063  0.018
H12 0.879 -2.681 0.968  0.070
O4 3.162 1.004 1.841  -0.093
H13 2.520 0.321 2.172  0.019
H14 3.838 0.298 1.869  0.064
O5 1.833 -1.292 2.632  -0.069
H15 2.299 -1.888 3.212  0.063
H16 0.865 -1.439 2.658  -0.009
O6 3.881 1.177 -0.795  -0.061
H17 4.698 1.669 -0.671  0.056
H18 3.466 1.148 0.091  0.004
O7 -0.619 -1.798 3.387  -0.049
H19 -0.874 -1.291 4.158  0.071
H20 -1.390 -1.937 2.806  0.025
O8 2.002 0.771 -2.721  -0.054
H21 2.470 1.359 -3.315  0.071
H22 2.481 0.641 -1.901  -0.006
O9 -0.520 -1.633 -2.902  -0.025
H23 0.278 -1.222 -3.138  -0.007
H24 -0.287 -2.016 -2.048  0.027
O10 0.212 3.326 -2.401  -0.049
H25 0.608 2.461 -2.410  -0.025
H26 -0.331 3.405 -1.615  0.024
O11 -3.205 -0.899 -1.974  -0.078
H27 -2.502 -0.764 -2.621  0.019
H28 -3.189 -1.823 -1.719  0.058


2.
Computed, not measured: a 8-piece molecular cluster, C6H28O8 overall in a non-equilibrium geometry, with ωB97M-V/def2-TZVPD.

Calculated values
Net charge: -1
Relative energy (zero: lowest compared OMol25 entry of this formula, charge and spin) in kJ/mol: 0.00
Multiplicity: 2
Orbital gap (spin up / spin down) in eV: 2.495 / 10.119
Highest occupied orbital energy (spin up / spin down) in eV: 0.46 / -7.32

Each line ends with the Löwdin spin population.
CARTESIAN COORDINATES (ANGSTROEM)
O1 -3.946 -2.936 -5.369  0.022
H1 -4.573 -2.234 -5.196  0.007
H2 -3.389 -2.959 -4.591  0.004
O2 0.437 2.263 -1.579  0.163
H3 1.163 1.646 -1.488  0.031
H4 0.541 2.628 -2.458  0.067
O3 -3.161 1.878 -2.356  0.054
H5 -3.155 1.614 -3.276  0.024
H6 -2.308 2.290 -2.219  0.022
O4 2.825 0.841 -0.525  0.103
H7 3.066 0.760 -1.448  0.061
H8 3.354 0.179 -0.079  0.012
O5 1.674 -3.822 0.057  0.017
H9 1.372 -4.402 -0.642  0.007
H10 1.330 -2.961 -0.181  0.005
O6 3.760 -1.531 0.266  0.030
H11 3.003 -1.774 0.799  0.013
H12 4.035 -2.349 -0.148  0.011
C1 -1.512 -1.223 -2.219  0.055
C2 -0.672 -1.120 -0.883  0.032
C3 -1.319 -1.888 0.288  0.025
O7 0.676 -1.368 -1.061  0.067
H13 -1.338 -2.131 -2.798  0.006
H14 -1.336 -0.442 -2.958  0.032
H15 -2.550 -1.171 -1.891  0.008
H16 -0.720 -0.049 -0.687  0.016
H17 -2.322 -1.467 0.361  0.005
H18 -0.907 -1.677 1.275  0.004
H19 -1.487 -2.943 0.069  0.003
H20 1.090 -0.503 -1.097  0.021
C4 0.833 1.148 2.831  0.020
C5 0.619 2.556 3.138  0.014
C6 -0.293 2.663 4.418  0.003
O8 1.885 3.190 3.334  0.009
H21 -0.019 0.564 2.483  0.003
H22 1.321 0.473 3.534  0.003
H23 1.611 1.131 2.068  0.010
H24 0.113 3.038 2.301  0.009
H25 -1.196 2.063 4.307  0.001
H26 -0.602 3.706 4.482  0.001
H27 0.318 2.339 5.260  0.000
H28 1.780 3.976 3.876  0.001


3.
Computed, not measured: a 8-piece molecular cluster, C6H28O8 overall in a non-equilibrium geometry, with ωB97M-V/def2-TZVPD.

Calculated values
SMILES string: CC[C@@H](C)CCO.O.O.O.O.O.O.O
Relative energy (zero: lowest compared OMol25 entry of this formula, charge and spin) in kJ/mol: 472.37
Orbital gap in eV: 10.464
Highest occupied orbital energy in eV: -10.09

Each line ends with the Löwdin charge.
CARTESIAN COORDINATES (ANGSTROEM)
C1 -1.766 -1.672 0.722  -0.107
C2 -0.532 -1.706 -0.190  -0.180
C3 0.829 -1.772 0.635  -0.349
C4 1.057 -3.258 1.033  -0.054
C5 1.911 -1.144 -0.253  -0.162
C6 1.690 0.373 -0.353  -0.230
O1 2.889 1.211 -0.584  -0.202
H1 -1.906 -0.772 1.368  0.066
H2 -1.673 -2.505 1.359  0.054
H3 -2.788 -1.704 0.220  0.086
H4 -0.397 -2.652 -0.775  0.126
H5 -0.636 -0.842 -0.963  0.101
H6 0.782 -1.194 1.629  0.136
H7 1.812 -3.297 1.757  0.059
H8 1.504 -3.641 0.179  0.059
H9 0.317 -3.798 1.508  0.055
H10 2.069 -1.491 -1.259  0.115
H11 2.880 -1.114 0.319  0.131
H12 1.199 0.675 -1.336  0.089
H13 1.061 0.669 0.598  0.131
H14 3.892 0.816 -0.786  0.220
O2 1.663 2.537 1.471  -0.091
H15 1.335 3.387 1.367  0.005
H16 2.362 2.106 0.831  0.074
O3 -2.871 -0.849 -2.004  -0.060
H17 -3.484 -0.338 -2.477  0.019
H18 -2.931 -0.557 -1.068  -0.020
O4 -3.184 0.530 0.234  -0.090
H19 -3.769 0.481 0.979  0.069
H20 -2.241 0.559 0.558  0.050
O5 1.275 2.900 -1.845  -0.130
H21 1.956 2.423 -1.310  -0.017
H22 1.340 2.793 -2.874  0.098
O6 -0.011 0.904 2.601  -0.079
H23 0.821 0.663 3.148  0.105
H24 0.035 1.807 2.586  -0.052
O7 -0.505 0.855 -3.052  -0.061
H25 0.107 0.336 -2.451  0.023
H26 -1.263 0.316 -3.019  -0.030
O8 -1.244 2.684 0.625  -0.049
H27 -1.573 2.658 -0.304  0.073
H28 -2.014 2.624 1.175  0.019


4.
Computed, not measured: a 8-piece molecular cluster, C6H28O8 overall in a non-equilibrium geometry, with ωB97M-V/def2-TZVPD.

Calculated values
Relative energy (zero: lowest compared OMol25 entry of this formula, charge and spin) in kJ/mol: 1104.31
Orbital gap in eV: 8.915
Highest occupied orbital energy in eV: -9.44

Each line ends with the Löwdin charge.
CARTESIAN COORDINATES (ANGSTROEM)
O1 10.255 21.912 34.796  0.209
H1 10.498 21.345 35.596  0.209
H2 10.645 22.807 34.757  0.128
H3 10.469 21.597 33.803  0.127
O2 11.367 21.001 32.533  -0.334
H4 11.976 21.648 32.279  -0.052
C1 10.646 17.676 32.883  -0.192
O3 10.322 18.793 33.625  -0.186
H5 9.845 17.449 32.375  0.009
H6 11.005 16.701 33.456  0.117
H7 11.560 17.931 32.335  0.079
H8 10.811 19.653 33.207  0.058
C2 14.702 20.808 32.120  -0.077
O4 13.815 20.009 32.979  -0.143
H9 14.213 20.937 31.165  0.063
H10 15.661 20.352 32.078  0.077
H11 14.779 21.708 32.621  0.031
H12 12.908 20.262 32.956  -0.035
C3 12.558 25.065 31.869  -0.130
O5 13.666 25.099 31.035  -0.100
H13 11.892 25.567 31.207  0.103
H14 12.617 25.481 32.606  -0.054
H15 12.259 24.088 32.046  0.063
H16 13.443 24.548 30.231  0.115
C4 8.394 20.178 30.408  -0.108
O6 8.748 21.291 31.271  -0.113
H17 8.686 20.294 29.359  0.076
H18 7.264 19.940 30.345  0.108
H19 8.861 19.420 30.773  -0.007
H20 9.406 21.032 31.873  -0.021
C5 12.062 20.890 29.330  -0.216
O7 12.104 19.717 30.059  -0.162
H21 13.016 21.187 28.805  0.087
H22 11.904 21.721 30.185  0.103
H23 11.350 21.099 28.674  0.012
H24 12.071 20.095 31.082  0.096
C6 13.682 23.243 35.016  -0.159
O8 12.515 23.669 35.651  -0.106
H25 14.362 23.894 34.271  0.156
H26 13.290 22.446 34.429  0.052
H27 14.234 22.812 35.653  0.011
H28 12.894 24.519 35.947  0.103